{"formula": "C14H44O15", "method": "wB97M-V/def2-TZVPD", "species": ["O", "C", "C", "O", "H", "H", "H", "H", "H", "H", "O", "C", "C", "O", "H", "H", "H", "H", "H", "H", "O", "C", "C", "O", "H", "H", "H", "H", "H", "H", "O", "C", "C", "O", "H", "H", "H", "H", "H", "H", "O", "C", "C", "O", "H", "H", "H", "H", "H", "H", "O", "C", "C", "O", "H", "H", "H", "H", "H", "H", "O", "C", "C", "O", "H", "H", "H", "H", "H", "H", "O", "H", "H"], "coordinates": [[0.659825, 0.297306, -1.270584], [-0.193725, 0.202316, -0.102964], [0.520875, 0.773936, 1.123866], [1.547545, -0.089754, 1.505606], [0.343305, -0.168774, -2.047874], [-1.038335, 0.762056, -0.504744], [-0.436195, -0.856664, -0.014264], [-0.174495, 0.821736, 1.961886], [0.801445, 1.808026, 0.923786], [2.123325, -0.277204, 0.760666], [-0.782025, -2.401494, 4.827456], [-0.009995, -2.367034, 3.664256], [0.116685, -3.735414, 2.959386], [0.666385, -4.783854, 3.690866], [-0.309155, -1.901874, 5.497066], [-0.391165, -1.632184, 2.955166], [0.946785, -1.952424, 3.981696], [0.602855, -3.696734, 1.984586], [-0.889415, -4.109574, 2.769986], [0.232755, -5.606794, 3.453526], [-5.409955, 1.944786, 0.672516], [-5.045095, 3.223756, 0.125176], [-3.621945, 3.262156, -0.318564], [-2.518515, 2.867296, 0.512696], [-5.409225, 2.074096, 1.623766], [-5.609255, 3.560406, -0.744594], [-5.141885, 3.970206, 0.913556], [-3.293535, 4.209416, -0.746294], [-3.438835, 2.659706, -1.208294], [-2.820725, 2.094606, 0.995626], [4.820595, -4.240004, -0.399974], [3.622615, -3.867894, 0.267526], [3.011655, -2.603004, -0.444444], [3.761295, -1.411734, -0.209214], [5.313025, -3.433244, -0.568014], [2.968405, -4.735184, 0.178496], [3.773025, -3.656664, 1.326226], [1.968435, -2.438374, -0.174834], [2.965745, -2.763504, -1.521584], [3.887195, -0.982784, -1.058764], [3.044205, -1.943084, -4.173094], [3.898755, -0.824474, -4.164664], [3.262435, 0.433526, -3.612864], [3.129905, 0.386856, -2.182374], [3.414865, -2.662744, -4.689124], [4.817805, -0.915174, -3.585684], [4.161535, -0.670364, -5.211224], [2.284725, 0.520206, -4.086854], [3.796215, 1.364606, -3.803324], [2.198475, 0.353266, -1.952334], [1.438435, 4.770956, -3.108604], [1.067975, 3.535266, -2.481884], [-0.351195, 3.419726, -1.992084], [-0.630505, 4.273156, -0.864764], [2.002795, 5.248566, -2.496244], [1.382565, 2.719296, -3.132534], [1.676695, 3.371076, -1.592724], [-0.598605, 2.391186, -1.729414], [-1.006245, 3.783326, -2.783794], [-1.218465, 3.795186, -0.275324], [-4.644565, 1.492486, 3.844926], [-3.635495, 0.428346, 3.805866], [-3.735325, -0.574774, 2.544506], [-3.074995, 0.028876, 1.513236], [-4.501435, 2.010026, 4.640706], [-2.636475, 0.783536, 4.058656], [-4.039505, -0.271834, 4.537036], [-4.731465, -0.836974, 2.188066], [-3.217195, -1.509714, 2.757856], [-3.511875, -0.212364, 0.693156], [0.366005, -1.538874, -3.272784], [1.307545, -1.494874, -3.439504], [0.162105, -2.473884, -3.293214]], "atomic_forces_ev_per_a": [[1.5, 0.7, 0.6], [-0.1, 0.2, -1.8], [-1.1, -0.5, -0.8], [0.3, 0.0, 0.6], [-0.8, -0.7, 0.2], [-0.7, 0.1, 1.3], [-0.2, 0.0, 0.6], [-0.2, -0.1, -0.1], [0.5, 0.1, -0.1], [0.4, 0.0, -0.3], [-1.0, -0.3, 0.6], [1.5, -0.2, -0.3], [-1.6, -0.1, -0.3], [1.3, -0.4, 1.3], [-0.2, -0.2, 0.0], [-0.3, -0.1, -0.3], [0.5, -0.3, -0.6], [0.2, 0.7, -0.1], [-0.6, 0.7, -0.4], [0.0, 0.2, 0.0], [0.0, 0.6, -0.8], [0.9, 0.2, 1.3], [2.3, -0.4, -2.2], [-1.2, 0.4, 0.9], [0.0, -0.3, 0.3], [-0.5, -0.5, 0.1], [-0.4, 0.2, 0.0], [-0.6, 0.6, 0.5], [-0.8, -0.6, -0.3], [0.2, -0.6, 0.4], [0.0, -0.1, 0.2], [-0.3, 1.3, -1.1], [-0.1, -0.7, 0.1], [0.1, -0.9, 0.7], [0.2, 0.2, 0.1], [-0.2, 0.2, 0.0], [0.2, 0.1, 0.1], [-0.1, -0.1, 0.5], [0.2, -0.4, -0.1], [-0.2, 0.5, -0.2], [-0.6, -0.1, 1.0], [1.1, 1.1, -0.8], [-1.0, -0.1, 0.7], [0.9, -0.4, -1.1], [0.1, 0.1, 0.0], [0.2, -0.8, 0.1], [0.4, 0.5, 0.0], [-0.3, 0.2, 0.0], [0.4, -0.4, -0.6], [-0.5, 0.1, 0.7], [-0.4, -0.4, 0.2], [1.1, -0.1, 1.0], [-0.9, 1.1, -0.1], [1.0, 0.0, -0.6], [-0.2, 0.1, 0.0], [-0.6, -0.1, -0.3], [0.3, 0.1, 0.2], [0.2, -0.1, -0.2], [-0.2, -0.3, -0.4], [0.0, -0.3, 0.3], [0.8, -0.4, -1.3], [-2.7, -2.2, -0.1], [0.2, 1.5, 1.7], [1.2, 1.1, -2.3], [0.1, 0.0, 0.0], [0.0, -0.2, -0.4], [0.8, 0.0, 0.8], [-0.5, 0.3, 0.8], [0.0, -0.1, 0.8], [0.1, 0.2, -0.2], [-0.6, 0.3, 0.0], [0.6, -0.3, -0.3], [-0.1, -0.2, 0.0]], "charge": 0, "smiles": "OCCO.OCCO.OCCO.OCCO.OCCO.OCCO.OCCO.O", "homo_lumo_gap_ha": 0.357, "e_lumo_ev": 0.1892, "relative_energy_kj_mol": 146.0}